A molecular structure, C34H50EuN4O3Sb. Source: the OMol25 dataset; level of theory: wB97M-V/def2-TZVPD.

Cartesian coordinates (Å):
Eu: -0.31734 0.76257 -0.14790
C: -1.60737 -1.58564 0.02154
C: -2.89115 -1.31021 -0.54502
C: -2.78213 -1.34606 -1.94275
C: -1.42905 -1.63430 -2.27214
C: -0.71073 -1.80618 -1.06963
C: 0.59858 -2.52856 -0.90095
C: -0.93498 -1.80488 -3.67359
C: -3.89853 -1.28554 -2.93344
C: -4.16354 -1.20739 0.24425
C: -1.48919 -2.33868 1.32345
H: 1.18537 -2.16797 -0.04594
H: 1.24460 -2.47790 -1.77464
H: 0.43340 -3.59347 -0.70345
H: -0.91376 -0.86682 -4.23903
H: -1.57205 -2.48547 -4.24044
H: 0.06952 -2.22529 -3.71088
H: -4.82384 -0.91014 -2.49399
H: -4.13440 -2.27838 -3.32520
H: -3.68580 -0.66606 -3.80974
H: -4.95079 -0.69069 -0.30382
H: -4.01906 -0.67168 1.18623
H: -4.56636 -2.18873 0.50907
H: -0.52285 -2.23099 1.82042
H: -1.63696 -3.41047 1.15163
H: -2.24885 -2.03286 2.04050
C: -3.34632 1.98246 2.35783
C: -2.40916 0.97210 2.94431
C: -2.87930 0.01607 3.83523
C: -1.99070 -0.87971 4.40001
C: -0.64743 -0.77174 4.08350
C: -0.24085 0.22414 3.19808
N: -1.10671 1.06865 2.61152
Sb: 1.83711 0.68936 3.49064
C: 2.73346 -1.19853 2.98219
C: 4.11262 -1.29824 3.07630
C: 4.71569 -2.50911 2.76663
C: 3.91501 -3.57299 2.40594
C: 2.53117 -3.40242 2.37104
C: 1.62993 -4.54862 2.02646
N: 1.95912 -2.22688 2.64155
C: 2.63059 1.80959 1.82912
C: 3.96146 2.14528 2.06188
C: 4.64188 2.92780 1.14694
C: 3.95182 3.40176 0.05058
C: 2.61090 3.06683 -0.10315
C: 1.84493 3.65841 -1.24554
N: 1.96422 2.25559 0.75363
H: -3.18576 2.95440 2.82945
H: -4.38558 1.70181 2.51166
H: -3.17895 2.10426 1.28784
H: -3.93286 -0.01739 4.06925
H: -2.33707 -1.64608 5.07968
H: 0.07783 -1.44787 4.51382
H: 4.71518 -0.45822 3.39538
H: 5.78978 -2.62101 2.82093
H: 4.34146 -4.53598 2.16623
H: 1.79103 -5.38277 2.70858
H: 1.82968 -4.90811 1.01656
H: 0.59181 -4.23548 2.08124
H: 4.46517 1.81495 2.96055
H: 5.68190 3.17997 1.29839
H: 4.42699 4.03937 -0.68006
H: 1.44923 4.63894 -0.97015
H: 1.00669 3.02903 -1.53771
H: 2.49328 3.81113 -2.10783
C: 3.23430 -0.41342 -0.75388
O: 2.12927 0.21975 -1.38945
C: 2.13098 0.01783 -2.79902
C: 1.34066 1.11959 -3.45770
O: 0.07857 1.24548 -2.80904
C: -0.77471 2.18289 -3.45726
C: -2.19864 1.85405 -3.10024
O: -2.33957 1.84881 -1.68570
C: -3.72004 1.79354 -1.32707
H: 3.30622 -1.46314 -1.04711
H: 3.07857 -0.36141 0.32249
H: 4.16262 0.10644 -1.01135
H: 1.70761 -0.96038 -3.03273
H: 3.15591 0.04870 -3.18712
H: 1.19247 0.86920 -4.51487
H: 1.88012 2.07415 -3.40915
H: -0.66077 2.10920 -4.54515
H: -0.50109 3.20508 -3.16131
H: -2.46877 0.86790 -3.49174
H: -2.86130 2.60597 -3.54715
H: -4.16650 2.78957 -1.40785
H: -3.80085 1.42273 -0.30904
H: -4.25776 1.09703 -1.97073
N: -0.92960 3.45951 0.35938
H: -1.49657 3.46321 1.19920
H: -1.43037 3.98363 -0.35122
H: -0.08272 3.96512 0.59184

Its multiplicity is 8. The LUMO energy (spin up / spin down) is -2.1 / -2.1 eV. Its charge is +1. For the HOMO-LUMO gap (spin up / spin down), the calculation gives 6.51 / 6.55 eV. For the energy above the lowest of the compared OMol25 structures with the same formula, charge and spin, the calculation gives 0.0 kJ/mol. As for the expectation value of S²: 15.760.